[1]
{"formula": "C42H49Cl8N4O8P2Si", "method": "ωB97M-V with the def2-TZVPD basis set", "symbols": ["Cl", "Cl", "Cl", "Cl", "Cl", "Cl", "Cl", "Cl", "P", "P", "Si", "O", "O", "O", "O", "O", "O", "O", "O", "N", "N", "N", "N", "C", "C", "C", "C", "C", "C", "C", "C", "C", "C", "C", "C", "C", "C", "C", "C", "C", "C", "C", "C", "C", "C", "C", "C", "C", "C", "C", "C", "C", "C", "C", "C", "C", "C", "C", "C", "C", "C", "C", "C", "C", "C", "H", "H", "H", "H", "H", "H", "H", "H", "H", "H", "H", "H", "H", "H", "H", "H", "H", "H", "H", "H", "H", "H", "H", "H", "H", "H", "H", "H", "H", "H", "H", "H", "H", "H", "H", "H", "H", "H", "H", "H", "H", "H", "H", "H", "H", "H", "H", "H", "H"], "coordinates": [[11.38537, -2.13077, -7.07346], [9.34037, -3.59791, -9.06721], [6.80831, 1.40612, -3.01122], [-5.06346, -5.60515, 2.23960], [-5.58776, -5.37337, -0.91448], [4.94129, 7.36721, 2.02697], [4.27096, 3.36285, -2.78756], [2.89366, 5.89325, 0.05093], [-2.92671, -2.91930, -2.22944], [-3.19512, -2.89821, -0.05424], [2.04838, 0.16476, 0.15872], [-3.34445, -4.34015, -2.88020], [-2.90728, 2.94729, 2.15071], [-8.03934, -0.51011, 1.35915], [-1.37215, 2.47254, 0.55806], [-1.43442, -2.44616, -2.62346], [-3.85264, -1.89049, -2.72227], [-8.28158, -1.64294, -0.55759], [1.02341, 1.48620, -0.08676], [-2.05316, -5.35664, 4.52177], [-1.63126, -3.04219, 4.48083], [-4.99267, -0.82948, -0.19727], [0.13365, -4.68777, 3.95535], [-2.51655, 2.28535, 1.22041], [-9.00520, -6.08883, 1.93469], [2.34935, 7.00083, 1.26350], [-3.72913, -1.14764, 0.16170], [1.39898, 8.75386, 3.19255], [7.84089, -0.73297, -5.93357], [-2.91946, -0.15130, 0.65082], [1.09405, 2.50260, 0.90757], [5.80315, 3.77231, -2.09689], [-7.79899, -0.56954, 0.18292], [8.21991, 4.50412, -0.94895], [0.51180, 8.12388, 2.32999], [-2.36741, -2.57832, 3.28607], [6.95758, -1.35925, -6.80250], [1.39618, -1.20889, -0.98874], [-3.42603, 1.16516, 0.72186], [-1.22621, -4.42573, 4.32645], [2.01666, -0.55756, 1.90976], [-5.51387, 0.38303, -0.10913], [9.19940, -0.98269, -6.03042], [-8.17473, -5.75590, -0.29441], [-7.71744, -5.97326, 2.43280], [-9.23475, -5.97779, 0.56959], [8.10566, 3.29286, -1.61156], [2.75819, 8.50949, 3.08679], [-2.58477, -1.05403, 3.42188], [7.12446, 5.35328, -0.86203], [6.89804, 2.92543, -2.18828], [3.84136, 0.46740, -0.32406], [0.98766, 7.24862, 1.36786], [3.23665, 7.63402, 2.12164], [-1.46380, -0.27526, 2.66728], [-6.88467, -5.64369, 0.20442], [-6.96300, 0.53259, -0.52315], [-0.31702, 3.00879, 1.37444], [-1.49855, -0.45309, 1.12158], [9.68147, -1.85971, -6.99264], [-4.72849, 1.41706, 0.33738], [7.43623, -2.23582, -7.76183], [5.91871, 4.98566, -1.43491], [-6.65520, -5.74899, 1.56934], [8.79764, -2.48994, -7.85828], [-0.52158, -0.63783, 3.09658], [1.59576, 3.36214, 0.44038], [9.88614, -0.49244, -5.35391], [-0.79997, -2.48063, 4.63969], [1.66950, -2.16944, -0.52706], [-1.18659, -1.45480, 0.81641], [3.96772, 1.27857, -1.04528], [-7.02643, 0.40636, -1.61180], [1.70536, 2.23752, 1.78243], [-10.23940, -6.06498, 0.17864], [1.03117, 9.43604, 3.94720], [1.64505, 0.13131, 2.67839], [-0.30192, 4.09658, 1.23750], [-8.35437, -5.67158, -1.35805], [6.74689, -2.72382, -8.43723], [-2.55646, -4.77818, -3.24042], [7.20991, 6.30135, -0.34772], [-1.54518, 0.77661, 2.97272], [-5.56993, -1.58788, -0.54415], [3.44758, 9.00267, 3.75823], [5.06743, 5.64943, -1.36403], [0.29540, 6.75796, 0.69636], [-7.68105, -2.39598, -0.47061], [-4.24120, -3.77171, 0.29409], [-0.85046, 0.25675, 0.59455], [8.96007, 2.63337, -1.67932], [-2.94945, -4.93693, 4.76802], [4.39918, 0.67384, 0.60349], [0.12284, -4.84593, 2.94822], [-7.40725, 1.47867, -0.20893], [-7.54163, -6.05826, 3.49647], [-9.83029, -6.26530, 2.61129], [1.87909, -1.14217, -1.97016], [-0.84380, -3.20874, -2.73588], [-3.33070, -3.10166, 3.21572], [-0.42707, 2.79949, 2.44206], [9.16316, 4.78627, -0.50056], [-1.76927, -2.85766, 2.40497], [-3.59140, -0.71881, 3.15059], [-2.43416, -0.81579, 4.48325], [0.30510, -1.14760, -1.07814], [4.24860, -0.48740, -0.68691], [7.47115, -0.04973, -5.18070], [-0.55025, 8.31510, 2.40768], [5.89547, -1.16415, -6.73184], [0.65340, -3.81846, 4.05665], [2.99493, -0.97948, 2.16831], [-5.13218, 2.42459, 0.38487], [1.30900, -1.40300, 1.89913]], "lowdin_charge": [0.68, 0.68, 0.70, 0.69, 0.70, 0.69, 0.69, 0.72, 0.29, 0.95, 0.46, -0.17, 0.16, 0.16, 0.04, -0.14, -0.32, 0.08, -0.22, 0.15, -0.01, 0.15, 0.10, -0.44, -0.06, -0.67, -0.35, -0.07, -0.09, -0.13, -0.20, -0.68, -0.46, -0.07, -0.08, -0.24, -0.08, -0.16, 0.02, -0.53, -0.15, -0.17, -0.11, -0.11, -0.10, -0.07, -0.10, -0.10, -0.15, -0.07, -0.68, -0.15, -0.12, -0.68, -0.15, -0.67, 0.02, -0.09, -0.13, -0.69, 0.11, -0.11, -0.13, -0.67, -0.69, 0.09, 0.08, 0.11, 0.10, 0.04, 0.06, -0.02, 0.15, 0.11, 0.11, 0.11, 0.03, 0.12, 0.11, 0.11, 0.09, 0.10, 0.11, 0.15, 0.11, 0.05, 0.10, 0.10, -0.16, 0.10, 0.11, 0.05, 0.04, 0.08, 0.14, 0.11, 0.11, 0.04, 0.09, 0.09, 0.13, 0.11, 0.07, 0.11, 0.12, 0.00, 0.04, 0.04, 0.11, 0.10, 0.07, 0.04, 0.16, 0.02], "homo_energy_ev": -10.25, "fmax_ev_per_a": 3.12, "total_charge": 1}

=====

[2]
{"formula": "C3H3ClF2", "method": "ωB97M-V with the def2-TZVPD basis set", "symbols": ["Cl", "F", "F", "C", "C", "C", "H", "H", "H"], "coordinates": [[3.22295, -0.80574, -0.53964], [2.66822, 0.24354, 1.72251], [2.28360, 1.50318, 0.02603], [0.76296, -0.26939, 0.43832], [-0.19058, 0.29117, -0.28170], [2.16296, 0.24392, 0.47504], [0.61194, -1.15134, 1.04110], [-1.18754, -0.11207, -0.29669], [-0.00830, 1.17135, -0.87484]], "lowdin_charge": [0.68, 0.05, 0.05, -0.13, 0.02, -0.93, 0.12, 0.07, 0.07], "homo_energy_ev": [-6.39, -11.75], "multiplicity": 3, "fmax_ev_per_a": 10.53}

=====

Number 1: total energy -193321.3813 eV. Number 2: total energy -21112.0364 eV.